Molecular formula: C38H62AsGeN2O5Pb
Method: DFT, ωB97M-V/def2-TZVPD

Its calculated total energy is -6475.531873 Ha. Its total charge is +3. For the orbital gap, the calculation gives 8.8 eV. As for the multiplicity: 1.

Element x y z (Å)
Pb  -0.12539  -0.05660  0.60019
C  2.28436  1.81106  -1.55360
C  1.20374  2.66408  -2.18169
O  -0.05942  1.94166  -2.29569
C  -1.22543  2.82422  -2.30699
C  -2.34403  2.30793  -1.41490
O  -1.98797  2.04849  -0.06722
C  -1.89673  3.18471  0.80377
C  -0.47279  3.60277  1.06745
O  0.20857  2.50714  1.66230
C  1.59218  2.72731  1.91848
C  2.42935  2.73873  0.65396
O  2.10193  1.60242  -0.15660
H  3.24728  2.29354  -1.74604
H  2.31127  0.82099  -2.01061
H  1.51640  3.02171  -3.16216
H  1.02406  3.53796  -1.56011
H  -1.59870  2.92380  -3.32987
H  -0.91015  3.81363  -1.97910
H  -2.74917  1.37100  -1.79114
H  -3.14061  3.05852  -1.46175
H  -2.35244  2.87545  1.74518
H  -2.46881  4.02685  0.40707
H  -0.47878  4.46089  1.74880
H  0.02510  3.91578  0.14516
H  1.88794  1.91375  2.58196
H  1.74781  3.67428  2.44302
H  3.48735  2.71040  0.92734
H  2.26486  3.66041  0.09093
N  1.72835  -1.75013  0.03085
C  1.71767  -3.10545  0.65753
C  0.83466  -4.09260  -0.10709
C  -0.62830  -4.21840  0.33643
C  -1.63609  -3.20035  -0.19958
N  -1.78190  -2.01844  0.69277
H  1.84097  -1.87405  -0.97235
H  2.55464  -1.24460  0.34328
H  1.37653  -2.99520  1.68909
H  2.73714  -3.49108  0.69036
H  1.28880  -5.07688  0.00562
H  0.87721  -3.86276  -1.17827
H  -0.67120  -4.21001  1.43052
H  -0.97886  -5.20296  0.02734
H  -2.60266  -3.69259  -0.30895
H  -1.33589  -2.84926  -1.19158
H  -1.71993  -2.32660  1.66274
H  -2.71570  -1.62845  0.59362
O  0.03140  -0.47049  2.72081
As  0.06917  -0.96198  4.35088
C  -0.06474  0.59297  5.41870
C  -0.79423  1.68259  4.94941
C  -0.88974  2.81794  5.73856
C  -0.27101  2.85404  6.98323
C  0.45325  1.76297  7.44440
C  0.56623  0.62522  6.65927
C  1.70356  -1.87899  4.63234
C  2.80497  -1.52223  3.85666
C  4.01663  -2.16194  4.06317
C  4.12625  -3.13927  5.04691
C  3.02897  -3.48413  5.82360
C  1.80761  -2.85815  5.61637
C  -1.40369  -2.12792  4.58931
C  -1.29916  -3.45077  4.15864
C  -2.41414  -4.27288  4.21509
C  -3.61835  -3.77446  4.70264
C  -3.71209  -2.46162  5.14560
C  -2.60339  -1.62750  5.08683
H  -1.27105  1.63950  3.97821
H  -1.45232  3.67520  5.39247
H  -0.35181  3.74093  7.59744
H  0.92868  1.79796  8.41513
H  1.14026  -0.22309  7.01260
H  2.70898  -0.74457  3.10758
H  4.88148  -1.89486  3.46994
H  5.07537  -3.63190  5.21099
H  3.12493  -4.23632  6.59490
H  0.94777  -3.13443  6.21588
H  -0.34882  -3.84080  3.81044
H  -2.34388  -5.30559  3.89868
H  -4.48623  -4.41915  4.74698
H  -4.64554  -2.09034  5.54688
H  -2.67117  -0.60316  5.43285
C  1.66061  2.47882  -7.96285
C  2.25295  1.20625  -7.36540
C  1.30656  0.49615  -6.39429
C  1.05314  1.35328  -5.13470
Ge  -0.11108  0.47802  -3.88774
C  -1.96962  -0.00046  -4.03844
C  -2.31481  -0.39995  -5.48584
C  -2.31844  0.79631  -6.43675
C  -2.50313  0.37856  -7.89055
H  2.27670  2.83438  -8.78679
H  1.59944  3.29342  -7.23804
H  0.65889  2.29609  -8.36016
H  3.19497  1.42913  -6.85711
H  2.48759  0.50623  -8.16836
H  1.74084  -0.46489  -6.10572
H  0.36468  0.29446  -6.90899
H  0.61577  2.31867  -5.40071
H  1.99458  1.52203  -4.60946
H  0.63793  -0.46460  -2.93008
H  -2.59879  0.83388  -3.73109
H  -2.10621  -0.81815  -3.32873
H  -3.30962  -0.84875  -5.47435
H  -1.63216  -1.17448  -5.85100
H  -1.37900  1.35201  -6.33530
H  -3.12017  1.47966  -6.14210
H  -1.68135  -0.25693  -8.22716
H  -2.55119  1.24662  -8.54614
H  -3.43044  -0.18158  -8.01604